Record 1
Below is 2 unconnected molecules or ions with the total composition C5H15NO in a non-equilibrium geometry, with properties calculated with ωB97M-V with the def2-TZVPD basis set.

Last columns: bonded neighbours and bond lengths (Å).
Element x y z (Å)
1 C -0.269 1.476 -0.884  C2 1.534, N6 1.480, H7 1.081, H8 1.077
2 C 0.437 0.352 -0.117  C1 1.534, C3 1.539, H9 1.089, H10 1.095
3 C 0.147 -1.066 -0.639  C2 1.539, C4 1.561, C5 1.538, H11 1.096
4 C 0.305 -2.135 0.487  C3 1.561, H12 1.082, H13 1.088, H14 1.090
5 C 1.014 -1.329 -1.881  C3 1.538, H15 1.085, H16 1.097, H17 1.088
6 N -0.307 2.766 -0.159  C1 1.480, H18 1.017, H19 1.011
7 H 0.372 1.745 -1.712  C1 1.081
8 H -1.247 1.224 -1.258  C1 1.077
9 H 0.301 0.515 0.952  C2 1.089
10 H 1.506 0.559 -0.237  C2 1.095
11 H -0.898 -1.034 -0.967  C3 1.096
12 H -0.650 -2.375 0.936  C4 1.082
13 H 0.796 -2.999 0.042  C4 1.088
14 H 1.033 -1.703 1.173  C4 1.090
15 H 1.477 -0.423 -2.258  C5 1.085
16 H 1.768 -2.091 -1.647  C5 1.097
17 H 0.490 -1.846 -2.682  C5 1.088
18 H -0.690 2.573 0.763  N6 1.017
19 H 0.630 3.126 -0.049  N6 1.011
20 H -1.564 -0.323 3.373  O22 0.970
21 H -1.340 -0.542 1.863  O22 0.964
22 O -1.220 0.101 2.571  H20 0.970, H21 0.964

Calculated values
total energy	-8965.3708	eV
SMILES	CC(C)CCN.O
E_LUMO	0.76	eV
M	105.181	u
gap between HOMO and LUMO	9.806	eV


Record 2
Below is 2 unconnected molecules or ions with the total composition C5H15NO in a non-equilibrium geometry, with properties calculated with ωB97M-V with the def2-TZVPD basis set.

Last columns: bonded neighbours and bond lengths (Å).
Element x y z (Å)
1 C 0.200 3.087 0.886  C2 1.521, H7 1.080, H8 1.083, H9 1.091
2 C 0.461 1.591 0.954  C1 1.521, N3 1.468, H10 1.095, H11 1.093
3 N 0.374 1.000 -0.387  C2 1.468, C4 1.461, C6 1.456
4 C 1.259 -0.146 -0.583  N3 1.461, C5 1.520, H12 1.090, H13 1.087
5 C 1.132 -1.223 0.482  C4 1.520, H14 1.078, H15 1.098, H16 1.083
6 C -0.994 0.726 -0.803  N3 1.456, H17 1.089, H18 1.095, H19 1.087
7 H -0.709 3.152 0.306  C1 1.080
8 H 1.080 3.635 0.574  C1 1.083
9 H -0.161 3.442 1.853  C1 1.091
10 H 1.490 1.371 1.257  C2 1.095
11 H -0.180 1.075 1.673  C2 1.093
12 H 1.260 -0.631 -1.560  C4 1.090
13 H 2.234 0.331 -0.527  C4 1.087
14 H 1.465 -0.917 1.460  C5 1.078
15 H 0.056 -1.383 0.634  C5 1.098
16 H 1.573 -2.198 0.316  C5 1.083
17 H -1.001 0.646 -1.889  C6 1.089
18 H -1.419 -0.182 -0.364  C6 1.095
19 H -1.631 1.545 -0.479  C6 1.087
20 H -2.149 -4.442 -0.734  O22 0.966
21 H -2.378 -5.163 -1.966  O22 0.971
22 O -1.963 -5.315 -1.102  H20 0.966, H21 0.971

Calculated values
total energy	-8964.9341	eV
SMILES	CCN(C)CC.O
E_LUMO	0.65	eV
M	105.181	u
gap between HOMO and LUMO	8.998	eV


Record 3
Below is 2 unconnected molecules or ions with the total composition C5H15NO in a non-equilibrium geometry, with properties calculated with ωB97M-V with the def2-TZVPD basis set.

Last columns: bonded neighbours and bond lengths (Å).
Element x y z (Å)
1 C -1.037 2.034 -0.323  C2 1.557, H7 1.097, H8 1.091, H9 1.086
2 C -0.156 0.750 -0.342  C1 1.557, C3 1.515, N6 1.474, H10 1.108
3 C -0.554 -0.274 -1.386  C2 1.515, C4 1.537, C5 1.554, H11 1.101
4 C 0.384 -1.479 -1.565  C3 1.537, H12 1.080, H13 1.099, H14 1.097
5 C -1.963 -0.869 -1.110  C3 1.554, H15 1.086, H16 1.099, H17 1.087
6 N -0.062 0.098 0.977  C2 1.474, H18 1.017, H19 1.020
7 H -1.868 1.935 0.386  C1 1.097
8 H -1.544 2.119 -1.285  C1 1.091
9 H -0.536 2.972 -0.105  C1 1.086
10 H 0.861 1.077 -0.633  C2 1.108
11 H -0.673 0.273 -2.335  C3 1.101
12 H 1.145 -1.347 -2.320  C4 1.080
13 H 0.795 -1.731 -0.577  C4 1.099
14 H -0.237 -2.329 -1.873  C4 1.097
15 H -2.722 -0.175 -0.763  C5 1.086
16 H -1.956 -1.634 -0.321  C5 1.099
17 H -2.291 -1.386 -2.008  C5 1.087
18 H -0.978 0.070 1.418  N6 1.017
19 H 0.423 0.762 1.581  N6 1.020
20 H 3.620 -0.722 3.455  O22 0.955
21 H 2.880 -0.135 2.157  O22 0.969
22 O 2.896 -0.195 3.124  H20 0.955, H21 0.969

Calculated values
total energy	-8965.6846	eV
SMILES	CC(C)[C@@H](C)N.O
E_LUMO	0.89	eV
M	105.181	u
gap between HOMO and LUMO	10.371	eV


gap between HOMO and LUMO of number 2 (C5H15NO)?
8.998 eV


Copy entry 1 word for word.
Below is 2 unconnected molecules or ions with the total composition C5H15NO in a non-equilibrium geometry, with properties calculated with ωB97M-V with the def2-TZVPD basis set.

Last columns: bonded neighbours and bond lengths (Å).
Element x y z (Å)
1 C -0.269 1.476 -0.884  C2 1.534, N6 1.480, H7 1.081, H8 1.077
2 C 0.437 0.352 -0.117  C1 1.534, C3 1.539, H9 1.089, H10 1.095
3 C 0.147 -1.066 -0.639  C2 1.539, C4 1.561, C5 1.538, H11 1.096
4 C 0.305 -2.135 0.487  C3 1.561, H12 1.082, H13 1.088, H14 1.090
5 C 1.014 -1.329 -1.881  C3 1.538, H15 1.085, H16 1.097, H17 1.088
6 N -0.307 2.766 -0.159  C1 1.480, H18 1.017, H19 1.011
7 H 0.372 1.745 -1.712  C1 1.081
8 H -1.247 1.224 -1.258  C1 1.077
9 H 0.301 0.515 0.952  C2 1.089
10 H 1.506 0.559 -0.237  C2 1.095
11 H -0.898 -1.034 -0.967  C3 1.096
12 H -0.650 -2.375 0.936  C4 1.082
13 H 0.796 -2.999 0.042  C4 1.088
14 H 1.033 -1.703 1.173  C4 1.090
15 H 1.477 -0.423 -2.258  C5 1.085
16 H 1.768 -2.091 -1.647  C5 1.097
17 H 0.490 -1.846 -2.682  C5 1.088
18 H -0.690 2.573 0.763  N6 1.017
19 H 0.630 3.126 -0.049  N6 1.011
20 H -1.564 -0.323 3.373  O22 0.970
21 H -1.340 -0.542 1.863  O22 0.964
22 O -1.220 0.101 2.571  H20 0.970, H21 0.964

Calculated values
total energy	-8965.3708	eV
SMILES	CC(C)CCN.O
E_LUMO	0.76	eV
M	105.181	u
gap between HOMO and LUMO	9.806	eV


Please write out number 3 again, unchanged.
Below is 2 unconnected molecules or ions with the total composition C5H15NO in a non-equilibrium geometry, with properties calculated with ωB97M-V with the def2-TZVPD basis set.

Last columns: bonded neighbours and bond lengths (Å).
Element x y z (Å)
1 C -1.037 2.034 -0.323  C2 1.557, H7 1.097, H8 1.091, H9 1.086
2 C -0.156 0.750 -0.342  C1 1.557, C3 1.515, N6 1.474, H10 1.108
3 C -0.554 -0.274 -1.386  C2 1.515, C4 1.537, C5 1.554, H11 1.101
4 C 0.384 -1.479 -1.565  C3 1.537, H12 1.080, H13 1.099, H14 1.097
5 C -1.963 -0.869 -1.110  C3 1.554, H15 1.086, H16 1.099, H17 1.087
6 N -0.062 0.098 0.977  C2 1.474, H18 1.017, H19 1.020
7 H -1.868 1.935 0.386  C1 1.097
8 H -1.544 2.119 -1.285  C1 1.091
9 H -0.536 2.972 -0.105  C1 1.086
10 H 0.861 1.077 -0.633  C2 1.108
11 H -0.673 0.273 -2.335  C3 1.101
12 H 1.145 -1.347 -2.320  C4 1.080
13 H 0.795 -1.731 -0.577  C4 1.099
14 H -0.237 -2.329 -1.873  C4 1.097
15 H -2.722 -0.175 -0.763  C5 1.086
16 H -1.956 -1.634 -0.321  C5 1.099
17 H -2.291 -1.386 -2.008  C5 1.087
18 H -0.978 0.070 1.418  N6 1.017
19 H 0.423 0.762 1.581  N6 1.020
20 H 3.620 -0.722 3.455  O22 0.955
21 H 2.880 -0.135 2.157  O22 0.969
22 O 2.896 -0.195 3.124  H20 0.955, H21 0.969

Calculated values
total energy	-8965.6846	eV
SMILES	CC(C)[C@@H](C)N.O
E_LUMO	0.89	eV
M	105.181	u
gap between HOMO and LUMO	10.371	eV